{"formula": "C11H18BF2MoN4O3S2", "method": "ωB97M-V/def2-TZVPD", "species": ["Mo", "O", "N", "C", "C", "C", "C", "C", "S", "H", "H", "H", "H", "N", "C", "C", "C", "O", "O", "H", "H", "H", "H", "H", "H", "C", "N", "C", "S", "N", "C", "H", "H", "H", "H", "H", "H", "H", "H", "F", "B", "F"], "xyz": [[-0.35795, -0.14061, -0.07680], [-0.17642, -1.95396, -0.88867], [-0.12865, -3.08716, -0.10508], [0.11031, -4.22247, -0.78156], [0.18137, -5.41253, -0.11970], [0.00721, -5.40812, 1.27222], [-0.22174, -4.23242, 1.92443], [-0.29186, -3.01014, 1.22081], [-0.55320, -1.45587, 1.92436], [0.23593, -4.08655, -1.84497], [0.37211, -6.31839, -0.67564], [0.06525, -6.33479, 1.82915], [-0.34647, -4.19314, 2.99779], [-0.41012, 1.99022, 0.71560], [-0.25327, 3.16754, -0.18617], [-0.76348, 2.86787, -1.59568], [0.25453, 2.07341, -2.36196], [0.90979, 2.49174, -3.26666], [0.41832, 0.78934, -1.90380], [-1.35343, 1.98954, 1.09928], [0.23591, 2.08034, 1.49217], [0.80437, 3.41368, -0.21562], [-0.78699, 4.02649, 0.21827], [-0.93201, 3.79648, -2.13587], [-1.70880, 2.32301, -1.53213], [-3.72466, -0.16784, 4.06662], [-3.56952, -0.11344, 2.62187], [-4.04656, 0.74366, 1.71883], [-3.46124, 0.71380, 0.10912], [-4.99973, 1.64246, 2.04195], [-5.94928, 1.62858, 3.14750], [-3.12131, -1.00599, 4.40729], [-4.74748, -0.34675, 4.38162], [-3.34750, 0.73487, 4.54763], [-2.87766, -0.74508, 2.22704], [-5.24438, 2.20981, 1.24649], [-5.47591, 1.80955, 4.10747], [-6.51374, 0.69671, 3.18879], [-6.65195, 2.43937, 2.97131], [2.41386, -0.53071, -1.42218], [1.56728, 0.41801, -0.92742], [2.21704, 1.57368, -0.49429]], "atomic_forces_ev_per_a": [[-0.7, -0.5, 0.4], [0.0, -0.3, 0.4], [0.0, 0.7, -0.7], [0.0, -0.3, 0.0], [0.0, 0.0, -0.1], [0.1, -0.3, -0.1], [-0.1, 0.4, 0.2], [0.1, -0.3, 0.2], [0.0, 0.1, 0.0], [0.0, 0.0, 0.0], [0.0, 0.0, 0.0], [0.0, 0.0, 0.0], [0.0, 0.0, 0.0], [0.0, 0.2, -0.1], [0.0, -0.2, 0.1], [-0.1, 0.1, 0.1], [0.2, -0.7, 0.2], [0.0, 0.2, -0.2], [0.0, 0.3, -0.1], [0.0, 0.0, 0.0], [0.0, 0.0, 0.0], [0.0, 0.0, 0.0], [-0.1, 0.0, 0.0], [0.0, 0.0, 0.0], [0.0, 0.0, 0.0], [0.2, 0.0, 0.0], [0.1, -0.3, -0.3], [0.0, 0.0, 0.1], [0.2, 0.1, 0.2], [0.1, 0.1, -0.1], [0.0, 0.0, -0.1], [0.0, 0.0, 0.0], [-0.1, 0.0, 0.0], [0.0, 0.1, 0.0], [0.0, 0.1, 0.1], [0.0, 0.0, 0.0], [0.1, 0.0, 0.0], [0.0, 0.0, 0.0], [0.0, 0.0, 0.0], [-0.1, 0.1, 0.1], [0.2, 0.3, -0.1], [0.0, -0.2, -0.1]], "e_homo_ev": [-6.60, -6.25], "fmax_ev_per_a": 1.003, "gap_ev": [6.8, 6.4], "energy_ev": -53442.0289, "spin_multiplicity": 2}

{"formula": "C11H18BF2NO8S2Ta", "method": "ωB97M-V/def2-TZVPD", "species": ["Ta", "C", "O", "C", "C", "O", "C", "C", "O", "C", "H", "H", "H", "H", "H", "H", "H", "H", "H", "H", "H", "H", "H", "H", "O", "N", "C", "C", "C", "C", "C", "S", "H", "H", "H", "H", "O", "S", "O", "O", "O", "F", "B", "F"], "xyz": [[-0.80213, -0.24590, -0.01973], [0.85231, -1.87227, -3.24261], [0.91562, -0.78397, -2.34094], [2.21682, -0.43951, -1.91537], [2.43677, -0.96880, -0.52004], [1.53527, -0.29209, 0.39082], [1.97479, -0.43230, 1.75620], [1.40596, -1.69286, 2.36270], [0.02053, -1.47976, 2.32877], [-0.74643, -2.35054, 3.14607], [1.32364, -1.60705, -4.19486], [-0.20042, -2.08409, -3.41227], [1.32840, -2.76643, -2.83080], [2.28081, 0.64989, -1.91145], [2.98539, -0.82781, -2.59088], [3.46012, -0.76032, -0.19418], [2.25284, -2.04090, -0.47011], [1.58295, 0.43768, 2.28268], [3.06574, -0.40805, 1.77937], [1.76673, -1.81810, 3.39081], [1.68377, -2.59127, 1.79610], [-0.38578, -2.29214, 4.17740], [-0.69168, -3.38039, 2.78595], [-1.77477, -2.00383, 3.09083], [0.17374, 1.39924, -0.88796], [-0.65216, 2.30651, -1.40478], [-0.37360, 3.59487, -1.15022], [-1.18310, 4.57556, -1.65675], [-2.28785, 4.19467, -2.41404], [-2.55614, 2.86321, -2.62169], [-1.73208, 1.87343, -2.07575], [-2.03289, 0.15605, -2.10475], [0.50039, 3.74106, -0.53600], [-0.96074, 5.60936, -1.44509], [-2.95512, 4.94146, -2.81929], [-3.42873, 2.54523, -3.17177], [-2.73567, 1.99906, 0.76925], [-2.22706, 1.15126, 1.81725], [-2.84907, 1.17187, 3.09509], [-0.71972, 1.16709, 1.78905], [-2.33025, -0.37857, 1.19075], [-1.51251, -3.25580, 0.44092], [-0.61738, -2.51589, -0.22919], [0.35496, -3.30109, -0.74998]], "atomic_forces_ev_per_a": [[1.3, 0.0, 0.5], [0.1, -0.2, -0.1], [0.0, 0.1, 0.0], [-0.1, 0.0, 0.1], [0.1, 0.1, 0.0], [0.3, -0.3, -0.1], [0.0, 0.1, 0.1], [0.1, 0.2, 0.0], [-0.2, -0.1, -0.1], [-0.1, 0.0, 0.1], [0.0, 0.0, 0.0], [0.0, 0.0, 0.0], [0.0, 0.1, -0.1], [0.0, 0.0, 0.0], [0.0, -0.1, 0.0], [-0.1, 0.0, 0.0], [0.0, -0.1, -0.1], [0.0, -0.1, 0.0], [0.0, 0.0, 0.0], [0.0, 0.1, 0.0], [0.0, 0.0, 0.0], [0.0, 0.0, 0.0], [0.0, 0.0, 0.0], [0.0, 0.0, 0.0], [0.0, -0.1, 0.5], [0.0, -0.1, 0.0], [-0.1, 0.2, -0.2], [0.2, -0.1, 0.1], [-0.1, 0.0, -0.1], [0.0, -0.2, -0.1], [-0.4, 0.1, -0.2], [-0.2, 0.3, 0.2], [0.0, 0.1, 0.0], [0.0, 0.0, 0.0], [0.0, 0.0, 0.0], [0.0, 0.0, 0.0], [-0.3, 0.4, 0.1], [0.1, -1.5, -0.7], [0.2, 0.1, 0.1], [0.0, 0.3, -0.1], [-0.3, 1.1, -0.1], [-0.1, -0.2, 0.1], [-0.3, -0.2, -0.2], [0.1, 0.0, 0.0]], "e_homo_ev": [-7.01, -8.77], "fmax_ev_per_a": 1.664, "gap_ev": [7.1, 8.8], "energy_ev": -58904.6620, "spin_multiplicity": 2}

{"formula": "C11H18CeI2InO5SSi", "method": "ωB97M-V/def2-TZVPD", "species": ["I", "I", "Ce", "In", "S", "C", "C", "C", "C", "C", "C", "C", "C", "O", "O", "O", "O", "H", "H", "H", "H", "H", "H", "H", "H", "H", "C", "Si", "C", "C", "O", "H", "H", "H", "H", "H", "H", "H", "H", "H"], "xyz": [[-1.28372, -2.45457, -2.43508], [-0.84774, -3.54891, 0.09890], [0.12277, -0.15233, 1.57398], [-0.10401, 1.14834, -0.92735], [1.48133, -0.80910, -0.62971], [1.68246, 2.34828, -2.33436], [-1.26001, 3.11196, -1.48810], [3.30340, -0.48633, -0.75306], [3.79905, -1.71717, 0.02355], [3.88382, 0.82040, -0.24930], [3.41896, -0.66107, -2.28043], [-0.27736, 0.77774, 3.55157], [2.38522, 0.04736, 2.74197], [-1.81938, 4.03271, -1.82200], [2.39031, 2.91685, -3.04323], [-0.73051, 1.05758, 4.65876], [3.38568, -0.05156, 3.35215], [4.86179, -1.80676, -0.19179], [3.25959, -2.60856, -0.32217], [3.63239, -1.59707, 1.09570], [4.96179, 0.73757, -0.46496], [3.75007, 0.94211, 0.82775], [3.47176, 1.68152, -0.78549], [4.48060, -0.75112, -2.50161], [2.97874, 0.19617, -2.80180], [2.88472, -1.57549, -2.57857], [-3.97167, -1.57262, 1.49913], [-3.27447, -0.20987, 0.42832], [-4.29067, -0.16199, -1.13927], [-3.63316, 1.38637, 1.31550], [-1.64327, -0.20509, 0.29445], [-5.06104, -1.45216, 1.75072], [-3.44145, -1.61819, 2.47791], [-3.86137, -2.58448, 1.04713], [-5.39236, 0.00351, -0.97372], [-3.96307, 0.67123, -1.80400], [-4.20151, -1.09217, -1.74872], [-3.08700, 1.42284, 2.28732], [-3.27694, 2.25042, 0.71063], [-4.71374, 1.56364, 1.53929]], "atomic_forces_ev_per_a": [[0.2, -0.4, 1.1], [0.0, 0.7, -0.9], [-2.0, -5.5, -2.6], [-0.5, 0.0, -2.7], [-0.6, 1.1, 0.6], [2.7, 2.7, -3.4], [-1.6, 2.1, -0.9], [0.2, -0.1, -1.1], [-0.8, 0.2, -0.2], [-0.3, -0.3, -0.1], [0.5, -0.2, 0.5], [-4.9, 5.2, 15.3], [7.7, -0.5, 4.8], [1.4, -2.1, 0.9], [-2.9, -2.4, 3.0], [4.0, -2.5, -9.8], [-6.1, 0.7, -3.6], [0.2, -0.2, 0.0], [0.4, -0.2, 0.1], [0.3, -0.1, -0.1], [-0.3, 0.3, 0.1], [0.2, 0.1, -0.1], [0.3, -0.1, 0.2], [0.0, 0.0, -0.4], [0.3, -0.2, -0.1], [0.4, 0.2, -0.2], [0.6, -1.1, 0.7], [-5.7, 0.4, 0.2], [0.4, -0.1, -1.2], [0.4, 0.7, 0.4], [3.9, 1.2, -0.5], [1.0, 0.3, -0.5], [-0.3, 0.0, -0.3], [-0.1, 0.6, 0.2], [1.1, -0.1, 0.3], [-0.2, -0.4, 0.2], [-0.1, 0.6, 0.4], [-0.3, 0.1, -0.3], [-0.2, -0.2, 0.3], [0.8, -0.2, -0.2]], "e_homo_ev": [-21.28, -21.28], "fmax_ev_per_a": 16.897, "gap_ev": [4.3, 4.3], "energy_ev": -74904.8152, "total_charge": 4, "spin_multiplicity": 2}

What is the formula in the first record? C11H18BF2MoN4O3S2